# C59H149N11O16

C59H149N11O16 as an isolated structure at a distorted geometry (ωB97M-V with the def2-TZVPD basis set, the OMol25 dataset).

```
235
Properties=species:S:1:pos:R:3
H -8.69 -26.48 -2.25
H -16.44 -21.41 -3.21
C -13.14 -24.84 -1.64
H -10.68 -23.66 -1.52
C -17.95 -25.54 -2.96
C -17.50 -18.74 -4.46
H -17.83 -24.37 -4.84
H -14.33 -21.49 1.65
H -13.72 -22.50 0.42
H -16.11 -21.47 1.30
N -10.10 -22.84 -1.66
N -15.23 -23.32 -1.70
N -14.94 -23.24 -4.66
H -11.26 -21.15 6.27
C -10.11 -23.89 -3.77
C -14.64 -31.38 -9.10
H -17.31 -26.37 -3.23
H -19.20 -25.24 -5.99
H -15.63 -19.21 0.05
H -10.80 -28.85 -0.20
H -15.29 -29.17 3.14
H -8.90 -22.22 -3.31
H -12.61 -30.49 -6.72
C -16.97 -22.26 -3.64
C -9.05 -20.48 -1.27
H -16.86 -22.98 -2.84
C -9.92 -22.51 -3.07
H -7.01 -26.66 1.33
H -12.32 -20.95 -5.70
H -15.46 -19.17 -4.61
O -18.31 -24.84 -4.11
H -15.72 -17.73 -3.51
C -9.88 -28.30 -2.63
C -6.51 -24.88 -1.37
C -14.60 -19.30 -1.85
O -17.65 -19.85 -5.37
O -19.92 -21.14 -0.59
H -12.40 -29.01 -0.67
H -18.10 -23.52 0.69
H -15.21 -19.35 8.29
H -14.69 -25.61 -5.80
H -13.28 -25.23 -0.63
C -10.58 -23.09 0.75
H -11.62 -26.98 -1.19
C -8.68 -28.11 -4.92
C -15.03 -20.15 7.57
C -15.11 -21.67 0.91
O -10.48 -20.80 -4.88
H -18.25 -18.41 -3.75
H -17.43 -17.87 -5.12
H -5.90 -24.36 -0.62
H -17.24 -21.30 -6.13
H -10.27 -26.47 -2.24
H -13.20 -21.12 0.18
H -12.63 -29.48 -2.95
H -18.08 -20.37 -1.12
H -9.92 -20.55 -1.92
C -11.40 -29.10 -1.08
C -15.57 -26.14 0.39
H -13.79 -22.13 6.40
H -16.29 -29.94 1.93
C -6.07 -26.98 0.88
H -10.10 -23.67 -4.84
H -8.59 -27.62 -5.88
H -18.89 -25.90 -2.52
H -18.75 -21.08 -6.22
H -15.48 -23.67 -2.62
C -11.35 -26.42 -2.09
C -14.63 -27.14 1.09
H -12.72 -31.74 -4.01
H -16.43 -25.79 -1.60
H -11.31 -19.74 -6.51
H -13.49 -22.57 -7.75
H -2.82 -30.17 1.01
H -11.56 -21.00 -0.05
O -4.44 -28.69 0.84
C -18.96 -20.05 -0.57
C -19.17 -25.60 -4.96
H -11.11 -20.08 2.91
H -16.33 -20.34 -2.52
O -12.09 -21.57 1.92
O -13.46 -31.41 -8.27
H -11.55 -23.03 1.24
H -16.55 -26.12 0.87
O -13.29 -28.48 -4.74
C -12.04 -21.09 5.51
H -16.72 -28.40 2.32
C -15.68 -26.40 -1.10
H -11.99 -20.14 4.98
H -6.42 -24.38 -2.33
H -13.76 -25.41 -2.33
H -12.28 -33.12 -5.65
H -18.05 -23.26 -6.12
C -5.57 -28.24 1.54
N -9.67 -26.26 -4.00
H -10.35 -25.82 -3.40
H -5.31 -28.09 2.59
H -15.34 -21.02 8.15
H -9.92 -25.79 -4.86
H -17.38 -22.40 -0.30
C -12.42 -29.48 -4.02
H -14.61 -26.94 2.16
C -13.76 -23.42 -1.72
H -9.22 -27.74 -1.97
H -18.05 -22.11 -3.68
H -19.57 -19.57 -6.39
H -7.82 -27.85 -4.30
H -14.66 -26.27 -1.49
O -14.90 -24.21 -3.63
H -19.18 -19.24 -1.26
H -4.85 -26.39 -1.57
H -11.06 -30.14 -1.12
H -9.55 -19.11 0.07
C -16.30 -22.74 -4.95
C -12.80 -30.87 -4.66
H -18.74 -19.64 0.42
H -12.04 -19.37 -4.94
H -12.13 -22.72 -4.78
C -13.63 -32.51 -7.36
N -15.93 -19.41 -2.53
C -12.35 -32.39 -6.46
H -20.20 -25.66 -4.60
H -11.74 -24.05 -5.85
H -11.83 -26.92 -2.92
H -12.52 -22.06 3.75
H -16.58 -23.99 -2.28
H -11.37 -29.19 -4.08
H -19.06 -23.28 -2.08
C -12.30 -20.82 0.73
O -7.94 -24.92 -1.02
C -5.94 -26.35 -1.55
H -6.02 -28.21 -0.70
H -15.57 -31.40 -8.54
O -14.93 -21.07 -0.39
H -12.22 -22.48 -0.46
H -13.51 -21.44 -1.09
C -13.99 -23.56 -5.77
C -3.85 -29.90 1.24
C -19.04 -20.19 -5.66
H -15.12 -24.64 -7.23
H -14.06 -21.07 5.17
H -8.03 -21.58 -2.60
C -16.03 -18.74 -3.78
H -15.58 -23.96 0.10
H -13.82 -19.87 -2.36
C -15.81 -29.00 2.19
H -15.78 -19.94 6.81
H -13.18 -26.93 -3.45
H -8.77 -24.84 -2.97
H -15.12 -21.05 -7.85
H -10.79 -27.93 -4.51
H -4.51 -30.76 1.11
H -13.44 -25.32 -6.94
C -8.83 -25.41 -2.04
H -9.85 -21.56 4.53
N -6.41 -27.29 -0.54
C -12.50 -23.68 -5.15
H -10.82 -20.54 -2.88
H -19.56 -20.37 -4.72
C -14.79 -19.74 -0.40
O -13.70 -20.13 7.01
H -13.77 -33.47 -7.85
C -9.83 -27.69 -4.06
H -8.64 -22.47 -0.52
C -7.84 -20.59 -2.20
H -15.31 -24.95 -4.07
H -14.68 -32.10 -9.92
H -10.41 -22.04 -1.14
H -8.54 -21.32 0.76
H -14.54 -30.41 -9.59
N -12.21 -31.03 -5.97
H -5.18 -26.35 0.93
H -9.45 -29.25 -2.95
O -10.40 -21.82 0.19
H -13.55 -26.35 -5.01
H -13.45 -23.18 -2.74
C -10.58 -22.02 3.86
C -14.33 -24.86 -6.51
H -6.32 -26.74 -2.50
H -6.32 -29.02 1.59
C -9.09 -21.55 -0.15
H -7.71 -20.02 -3.12
H -13.62 -26.94 0.74
C -14.01 -22.36 -6.82
H -9.39 -24.67 -3.54
H -14.44 -32.36 -6.65
C -12.97 -27.12 -4.51
H -12.24 -19.78 1.04
C -17.40 -24.57 -1.87
H -11.85 -21.73 -3.71
C -18.30 -22.99 -0.24
C -13.44 -21.15 6.07
H -10.05 -21.07 1.97
H -19.35 -21.70 1.30
C -15.44 -21.80 -7.12
C -11.59 -20.15 -5.54
H -17.05 -24.52 -6.33
N -9.25 -19.11 -0.89
H -20.41 -22.80 0.32
N -15.07 -24.78 0.42
C -17.27 -23.78 -5.56
O -15.12 -28.57 0.98
C -10.84 -21.34 -3.63
H -10.47 -23.92 0.05
H -13.87 -30.75 -4.86
H -9.95 -23.17 1.64
O -11.26 -28.33 -2.32
O -11.74 -25.04 -2.01
C -10.91 -21.11 2.65
H -15.71 -20.72 -5.39
H -16.19 -22.52 -7.45
H -18.76 -26.58 -5.20
C -19.53 -22.15 0.32
H -15.80 -27.48 -1.18
H -15.41 -22.33 -1.62
N -11.87 -22.19 4.51
H -16.99 -25.12 -1.03
H -9.84 -25.56 -1.67
H -15.13 -22.76 0.86
H -13.55 -21.64 -6.14
H -14.22 -18.28 -1.95
H -11.61 -32.45 -7.26
C -16.20 -21.53 -5.91
H -8.36 -18.63 -0.97
H -3.60 -29.82 2.30
N -18.60 -23.86 -1.40
H -6.91 -20.50 -1.64
H -14.14 -24.70 0.03
H -8.77 -29.20 -5.01
H -13.90 -19.44 0.15
H -12.68 -24.31 -4.28
H -11.91 -26.91 -4.69
C -13.30 -22.38 -0.58
H -11.01 -24.46 -3.52
H -10.14 -22.93 3.46
```

Properties
**E**: -112692.2160 eV
**Multiplicity**: 1
**Gap between HOMO and LUMO**: 7.8 eV
**Energy relative to the best compared isomer or geometry (same formula, charge and spin)**: 885.9 kcal/mol
**HOMO energy**: -7.3 eV
**Max |F|**: 13.4 eV/A